1.
C4H8O in the gas phase. Source: the Open Molecules 2025 dataset; level of theory: wB97M-V/def2-TZVPD.

```
13
Properties=species:S:1:pos:R:3:nbo_charge:R:1
C 1.402 0.180 -0.373 -0.63
C -0.022 -0.146 0.042 0.20
C -1.148 0.159 -0.927 -0.63
C -0.280 -0.225 1.484 -0.11
O -0.178 -1.403 0.699 -0.50
H 1.636 1.235 -0.176 0.21
H 2.085 -0.441 0.214 0.23
H 1.585 -0.021 -1.433 0.21
H -0.893 0.958 -1.632 0.21
H -2.070 0.434 -0.402 0.22
H -1.354 -0.755 -1.495 0.23
H 0.547 -0.076 2.182 0.18
H -1.273 0.002 1.875 0.18
```

Results
F_max (eV/Å): 0.4
Multiplicity: 1
HOMO (eV): -10.14
SMILES: CC1(C)CO1

2.
C4H8O in the gas phase at a distorted geometry. Source: the Open Molecules 2025 dataset; level of theory: wB97M-V/def2-TZVPD.

```
13
Properties=species:S:1:pos:R:3:nbo_charge:R:1
C 0.818 -1.949 0.003 -0.66
C -0.136 -0.772 -0.373 -0.15
C 0.181 0.507 -0.265 -0.26
C -0.809 1.607 -0.353 -0.10
O -0.667 2.364 0.894 -0.73
H 1.667 -2.171 -0.673 0.22
H 0.362 -2.877 0.278 0.22
H 1.332 -1.655 0.886 0.21
H -1.169 -1.182 -0.491 0.20
H 1.193 0.667 0.200 0.21
H -0.553 2.376 -1.179 0.19
H -1.892 1.311 -0.500 0.18
H -0.329 1.774 1.575 0.46
```

Results
F_max (eV/Å): 2.9
Multiplicity: 1
HOMO (eV): -9.60
SMILES: C/C=C/CO

3.
C4H8O in the gas phase at a distorted geometry. Source: the Open Molecules 2025 dataset; level of theory: wB97M-V/def2-TZVPD.

```
13
Properties=species:S:1:pos:R:3:nbo_charge:R:1
C 0.669 0.460 1.639 -0.56
C 1.431 0.282 0.583 0.16
O 1.060 0.439 -0.689 -0.51
C -0.361 0.431 -0.978 -0.07
C -1.084 -0.889 -0.804 -0.65
H -0.378 0.717 1.664 0.21
H 1.165 0.231 2.565 0.21
H 2.478 -0.094 0.625 0.19
H -0.906 1.210 -0.417 0.17
H -0.357 0.822 -2.032 0.19
H -2.141 -0.751 -1.036 0.22
H -1.019 -1.157 0.266 0.22
H -0.557 -1.703 -1.386 0.22
```

Results
F_max (eV/Å): 2.1
Multiplicity: 1
HOMO (eV): -8.93
SMILES: C=COCC

4.
A 2-piece molecular cluster, C4H8O overall. Source: the Open Molecules 2025 dataset; level of theory: wB97M-V/def2-TZVPD.

```
13
Properties=species:S:1:pos:R:3:nbo_charge:R:1
O -0.055 -1.068 1.891 -0.56
C 0.039 -0.544 0.812 0.64
C 1.031 0.449 0.198 -0.54
C 0.285 0.313 -1.153 -0.40
C -0.598 -0.811 -0.555 -0.54
H 1.986 -0.080 0.225 0.24
H 1.168 1.452 0.616 0.24
H 0.904 0.021 -2.005 0.21
H -0.280 1.208 -1.432 0.21
H -0.257 -1.816 -0.811 0.24
H -1.682 -0.755 -0.702 0.24
H -1.239 0.585 1.734 0.06
H -1.337 1.049 1.166 -0.04
```

Results
F_max (eV/Å): 0.9
Multiplicity: 1
HOMO (eV): -9.51
SMILES: O=C1CCC1.[H][H]

5.
A 2-piece molecular cluster, C4H8O overall at a distorted geometry. Source: the Open Molecules 2025 dataset; level of theory: wB97M-V/def2-TZVPD.

```
13
Properties=species:S:1:pos:R:3:nbo_charge:R:1
C 0.632 -1.079 2.854 -0.37
C 0.866 -0.150 1.914 -0.22
C 1.824 -0.363 0.850 -0.23
C 1.893 0.438 -0.209 -0.36
H 1.238 -1.979 2.882 0.18
H -0.135 -0.974 3.608 0.20
H 0.209 0.711 1.976 0.21
H 2.433 -1.255 0.943 0.20
H 2.551 0.329 -1.061 0.20
H 1.272 1.328 -0.252 0.19
O -3.988 1.159 -4.283 -0.94
H -4.544 0.401 -4.036 0.47
H -4.250 1.435 -5.186 0.47
```

Results
F_max (eV/Å): 1.9
Multiplicity: 1
HOMO (eV): -8.83
SMILES: C=CC=C.O

6.
C4H8O in the gas phase at a distorted geometry. Source: the Open Molecules 2025 dataset; level of theory: wB97M-V/def2-TZVPD.

```
13
Properties=species:S:1:pos:R:3:nbo_charge:R:1
C -0.502 1.428 -1.315 -0.66
C -0.358 0.616 -0.065 -0.19
C 0.779 0.057 0.401 -0.23
C 0.596 -1.207 1.214 -0.12
O -0.570 -2.004 0.831 -0.72
H -0.169 0.849 -2.173 0.22
H -0.043 2.427 -1.256 0.23
H -1.577 1.548 -1.525 0.22
H -1.196 0.562 0.640 0.21
H 1.730 0.354 -0.029 0.20
H 1.339 -2.002 1.100 0.19
H 0.645 -0.880 2.258 0.19
H -0.674 -1.746 -0.080 0.46
```

Results
F_max (eV/Å): 2.1
Multiplicity: 1
HOMO (eV): -9.04
SMILES: C/C=C/CO

7.
C4H8O as an isolated structure at a distorted geometry. Source: the Open Molecules 2025 dataset; level of theory: wB97M-V/def2-TZVPD.

```
13
Properties=species:S:1:pos:R:3:nbo_charge:R:1
C -1.509 -0.065 -0.133 -0.63
C -0.084 -0.063 0.546 -0.27
C 0.976 -1.026 -0.041 -0.07
C 0.907 1.022 0.011 -0.07
H -2.297 -0.717 0.333 0.23
H -1.222 -0.315 -1.262 0.20
H -1.903 1.058 -0.109 0.21
H -0.205 -0.181 1.642 0.21
H 0.620 -1.266 -1.048 0.16
H 1.384 -1.901 0.592 0.19
H 1.054 2.144 0.538 0.20
H 0.322 1.290 -0.985 0.16
O 1.956 0.020 -0.084 -0.53
```

Results
F_max (eV/Å): 3.6
Multiplicity: 1
HOMO (eV): -9.67

8.
C4H8O in the gas phase. Source: the Open Molecules 2025 dataset; level of theory: wB97M-V/def2-TZVPD.

```
13
Properties=species:S:1:pos:R:3:nbo_charge:R:1
C -1.266 0.276 0.632 -0.63
C 0.123 0.074 0.057 0.20
C 0.525 -1.362 -0.196 -0.62
C 0.753 1.200 -0.643 -0.11
O 1.163 0.838 0.667 -0.50
H -1.965 -0.445 0.196 0.21
H -1.265 0.138 1.718 0.22
H -1.642 1.281 0.414 0.21
H 1.466 -1.425 -0.750 0.22
H -0.249 -1.914 -0.740 0.21
H 0.670 -1.855 0.773 0.22
H 1.472 1.044 -1.448 0.18
H 0.216 2.150 -0.681 0.18
```

Results
F_max (eV/Å): 0.3
Multiplicity: 1
HOMO (eV): -10.14
SMILES: CC1(C)CO1

9.
C4H8O in the gas phase at a distorted geometry. Source: the Open Molecules 2025 dataset; level of theory: wB97M-V/def2-TZVPD.

```
13
Properties=species:S:1:pos:R:3:nbo_charge:R:1
O 0.759 0.753 -1.415 -0.74
C -0.649 0.965 -1.143 -0.11
C -0.332 -0.477 -0.231 -0.14
C -0.454 -0.398 1.232 -0.45
C 0.838 -0.988 0.726 -0.42
H 1.273 1.205 -0.753 0.46
H -1.058 1.269 -2.169 0.20
H -0.849 1.887 -0.544 0.16
H -0.708 -1.301 -0.805 0.22
H -0.339 0.612 1.635 0.20
H -1.226 -0.981 1.703 0.21
H 1.777 -0.468 0.940 0.20
H 0.968 -2.079 0.824 0.22
```

Results
F_max (eV/Å): 4.7
Multiplicity: 1
HOMO (eV): -8.06
SMILES: OCC1CC1

10.
C4H8O in the gas phase at a distorted geometry. Source: the Open Molecules 2025 dataset; level of theory: wB97M-V/def2-TZVPD.

```
13
Properties=species:S:1:pos:R:3:nbo_charge:R:1
C -0.320 1.530 0.010 -0.63
C -0.144 0.052 0.024 0.19
C -1.384 -0.829 0.070 -0.63
C 1.140 -0.409 0.581 -0.11
O 0.936 -0.441 -0.816 -0.49
H -0.558 1.922 1.079 0.22
H -1.130 1.800 -0.720 0.22
H 0.658 2.017 -0.289 0.23
H -2.028 -0.776 -0.849 0.22
H -1.164 -1.871 0.193 0.22
H -2.005 -0.596 0.924 0.22
H 1.161 -1.377 1.084 0.18
H 1.831 0.345 0.995 0.18
```

Results
F_max (eV/Å): 2.0
Multiplicity: 1
HOMO (eV): -10.22
SMILES: CC1(C)CO1

11.
C4H8O in the gas phase. Source: the Open Molecules 2025 dataset; level of theory: wB97M-V/def2-TZVPD.

```
13
Properties=species:S:1:pos:R:3:nbo_charge:R:1
C -1.233 -0.803 0.629 -0.62
C -0.212 0.124 -0.079 0.22
O -0.855 0.720 -1.194 -0.71
C 1.142 -0.465 -0.322 -0.44
C 1.069 0.959 0.130 -0.44
H -1.013 -1.150 1.643 0.21
H -1.276 -1.711 0.003 0.22
H -2.250 -0.397 0.610 0.22
H -0.976 1.632 -0.891 0.47
H 1.500 -1.149 0.446 0.21
H 1.384 -0.734 -1.341 0.22
H 1.474 1.318 1.066 0.22
H 1.247 1.655 -0.700 0.22
```

Results
F_max (eV/Å): 0.7
Multiplicity: 1
HOMO (eV): -9.62
SMILES: CC1(O)CC1

12.
C4H8O as an isolated structure at a distorted geometry. Source: the Open Molecules 2025 dataset; level of theory: wB97M-V/def2-TZVPD.

```
13
Properties=species:S:1:pos:R:3:nbo_charge:R:1
C -0.798 -0.017 -0.568 -0.36
C 0.634 -1.249 -0.894 -0.67
C 0.011 0.463 0.440 0.38
C 1.001 0.728 1.245 -0.48
O -1.467 1.721 0.468 -0.95
H -2.250 1.353 0.904 0.44
H -0.834 0.530 -1.502 0.26
H -1.610 -0.681 -0.297 0.24
H 1.427 -0.765 -1.460 0.21
H 1.027 -1.801 -0.044 0.21
H 0.071 -1.926 -1.534 0.21
H 0.874 1.499 1.994 0.27
H 1.914 0.146 1.248 0.24
```

Results
F_max (eV/Å): 6.1
Multiplicity: 1
HOMO (eV): -8.22

13.
C4H8O in the gas phase. Source: the Open Molecules 2025 dataset; level of theory: wB97M-V/def2-TZVPD.

```
13
Properties=species:S:1:pos:R:3:nbo_charge:R:1
C -1.366 0.410 0.318 -0.61
C 0.016 0.107 -0.343 -0.33
C 0.623 -1.324 -0.180 -0.61
C 1.025 1.127 0.107 0.44
O 2.130 0.822 0.488 -0.52
H -2.201 -0.120 -0.159 0.22
H -1.387 0.166 1.385 0.21
H -1.622 1.480 0.235 0.21
H -0.160 0.306 -1.419 0.22
H 1.562 -1.511 -0.740 0.23
H -0.160 -1.952 -0.583 0.20
H 0.877 -1.635 0.850 0.22
H 0.712 2.194 0.076 0.11
```

Results
F_max (eV/Å): 0.9
Multiplicity: 1
HOMO (eV): -9.78
SMILES: CC(C)C=O

14.
C4H8O in the gas phase at a distorted geometry. Source: the Open Molecules 2025 dataset; level of theory: wB97M-V/def2-TZVPD.

```
13
Properties=species:S:1:pos:R:3:nbo_charge:R:1
C -1.659 -0.886 0.404 -0.55
C -1.497 -0.311 -0.780 0.16
O -0.334 0.333 -1.046 -0.52
C 0.840 -0.159 -0.297 -0.08
C 1.434 1.038 0.408 -0.63
H -2.370 -1.661 0.613 0.21
H -1.003 -0.535 1.191 0.19
H -2.248 -0.299 -1.578 0.19
H 1.442 -0.591 -1.092 0.19
H 0.701 -0.973 0.441 0.20
H 0.761 1.373 1.208 0.21
H 1.521 1.838 -0.326 0.22
H 2.413 0.832 0.855 0.21
```

Results
F_max (eV/Å): 1.1
Multiplicity: 1
HOMO (eV): -8.64
SMILES: C=COCC

15.
A 2-piece molecular cluster, C4H8O overall at a distorted geometry. Source: the Open Molecules 2025 dataset; level of theory: wB97M-V/def2-TZVPD.

```
13
Properties=species:S:1:pos:R:3:nbo_charge:R:1
C 1.732 -0.674 -2.347 -0.60
C 2.404 -0.175 -1.275 0.21
O 1.920 0.455 -0.175 -0.67
H 2.072 -1.727 -2.631 0.23
H 0.868 -0.185 -2.627 0.19
H 3.396 -0.275 -1.088 0.16
H 0.977 0.750 -0.265 0.48
C -2.319 0.797 2.207 -0.39
C -2.146 -0.210 1.272 -0.40
H -2.224 1.855 1.867 0.19
H -2.311 0.750 3.348 0.21
H -2.412 -0.155 0.193 0.20
H -1.958 -1.207 1.522 0.19
```

Results
F_max (eV/Å): 3.8
Multiplicity: 1
HOMO (eV): -8.61
SMILES: C=CO.C=C

16.
C4H8O2 in the gas phase at a distorted geometry. Source: the Open Molecules 2025 dataset; level of theory: wB97M-V/def2-TZVPD.

```
14
Properties=species:S:1:pos:R:3:nbo_charge:R:1
C 0.664 -1.193 -0.950 -0.65
C -0.062 -0.862 0.489 -0.41
C -0.630 0.556 0.768 -0.03
O 0.033 1.267 1.790 -0.71
C -0.407 1.266 -0.555 0.42
O -0.173 2.446 -0.649 -0.53
H 0.675 -2.276 -0.954 0.22
H 1.696 -0.818 -0.958 0.22
H 0.315 -0.962 -1.985 0.21
H 0.721 -1.049 1.234 0.24
H -0.853 -1.606 0.643 0.21
H -1.714 0.529 0.999 0.19
H 0.037 2.191 1.484 0.49
H -0.303 0.511 -1.354 0.13
```

Results
F_max (eV/Å): 1.5
Multiplicity: 1
HOMO (eV): -9.90
SMILES: CC[C@@H](O)C=O

17.
C4H8O2 in the gas phase. Source: the Open Molecules 2025 dataset; level of theory: wB97M-V/def2-TZVPD.

```
14
Properties=species:S:1:pos:R:3:nbo_charge:R:1
C 1.947 1.395 -0.645 -0.25
O 0.671 1.424 -0.058 -0.52
C 0.284 0.165 0.421 -0.24
C -0.900 0.358 1.362 0.31
C -2.011 -1.395 0.062 -0.29
O -1.877 -0.489 1.190 -0.48
H 2.727 1.224 0.112 0.17
H 2.025 0.607 -1.412 0.16
H 2.106 2.369 -1.114 0.20
H 1.033 -0.254 1.126 0.20
H 0.204 -0.547 -0.420 0.16
H -2.048 -0.816 -0.862 0.20
H -1.203 -2.129 0.024 0.19
H -2.957 -1.912 0.214 0.21
```

Results
F_max (eV/Å): 0.5
Multiplicity: 1
HOMO (eV): -8.32

18.
C4H8O2 as an isolated structure at a distorted geometry. Source: the Open Molecules 2025 dataset; level of theory: wB97M-V/def2-TZVPD.

```
14
Properties=species:S:1:pos:R:3:nbo_charge:R:1
O 2.096 1.131 0.302 -0.72
C 1.413 -0.105 0.201 -0.06
C -0.120 0.129 0.310 -0.32
C -1.003 0.676 -0.786 -0.09
O -2.119 0.108 0.028 -0.54
C -1.152 -0.971 0.383 -0.09
H 3.028 0.987 0.095 0.47
H 1.745 -0.816 0.979 0.16
H 1.691 -0.593 -0.764 0.16
H -0.997 0.697 1.006 0.29
H -0.993 1.762 -0.929 0.19
H -1.066 0.141 -1.738 0.17
H -1.278 -1.465 1.355 0.19
H -1.244 -1.683 -0.442 0.17
```

Results
F_max (eV/Å): 4.2
Multiplicity: 1
HOMO (eV): -10.06

Gap between HOMO and LUMO for every record listed, in sequence, given in eV: 11.177 10.687 10.054 10.590 9.902 10.130 10.753 11.171 9.079 11.221 10.689 9.136 10.709 9.791 9.454 10.748 9.081 10.873.
Lowest unoccupied orbital energy for every record listed, in sequence, given in eV: 1.0 1.1 1.1 1.1 1.1 1.1 1.1 1.0 1.0 1.0 1.1 0.9 0.9 1.2 0.8 0.9 0.8 0.8.
Energy above the lowest of the compared OMol25 structures with the same formula, charge and spin for every record listed, in sequence, given in kJ/mol: 104.6 147.3 123.8 219.7 140.1 180.7 251.4 102.1 447.7 121.5 170.9 507.7 42.6 162.6 329.3 209.6 454.1 433.0.